An isolated molecule of C20H16F4N6 in a non-equilibrium geometry. Source: OMol25; level of theory: the ωB97M-V functional and the def2-TZVPD basis.

CARTESIAN COORDINATES (ANGSTROEM)
F (-1.04, -4.82, -0.64)
F (-3.64, -4.91, 4.99)
F (-4.18, -2.87, 4.10)
F (-5.32, -4.82, 3.65)
N (-0.63, 1.03, 1.67)
N (4.33, 6.95, -1.72)
N (0.66, -0.49, 0.66)
C (0.45, 0.86, 1.02)
C (3.24, 6.29, -1.43)
C (-0.36, -1.11, 1.14)
C (4.96, 4.86, -1.59)
C (5.40, 6.08, -1.81)
C (-2.13, -5.84, 1.07)
C (2.20, 1.59, -0.55)
C (1.18, 3.26, 0.84)
C (3.01, 2.65, -1.09)
C (1.91, 4.30, 0.36)
C (-2.95, -5.77, 2.14)
C (-2.15, -3.43, 2.45)
C (-1.49, -4.71, 0.59)
C (1.25, 1.92, 0.48)
C (-1.37, -3.50, 1.28)
C (2.78, 3.98, -0.71)
C (-3.01, -4.48, 2.82)
N (-0.72, -2.40, 0.70)
N (3.61, 4.98, -1.24)
N (-1.23, -0.14, 1.68)
C (6.72, 6.37, -2.38)
C (-4.09, -4.27, 3.93)
C (-2.65, -0.27, 1.82)
H (2.25, 6.64, -1.25)
H (5.53, 3.94, -1.68)
H (-2.23, -6.64, 0.45)
H (2.41, 0.69, -1.02)
H (0.35, 3.70, 1.42)
H (3.82, 2.55, -1.74)
H (1.79, 5.35, 0.62)
H (-3.77, -6.47, 2.37)
H (-2.29, -2.55, 2.97)
H (-0.12, -2.70, -0.05)
H (7.19, 7.04, -1.77)
H (7.36, 5.51, -2.36)
H (6.44, 6.83, -3.37)
H (-3.19, 0.61, 1.32)
H (-2.94, -0.28, 2.86)
H (-3.01, -1.19, 1.35)

Its orbital gap is 8.63 eV. The calculation puts the largest force on an atom at 0.0832 Eh/bohr. As for the total energy: -1499.67594 Ha. The energy above the lowest of the compared OMol25 structures with the same formula, charge and spin comes out at 0.0 kcal/mol. For the molar mass, the calculation gives 416.4 g mol⁻¹. As for the structure (SMILES): Cc1cn(-c2ccc(-c3nc(Nc4cc(C(F)(F)F)ccc4F)n(C)n3)cc2)cn1.

C13H17ClMnN2O7S as an isolated structure. Source: OMol25; level of theory: the ωB97M-V functional and the def2-TZVPD basis.

CARTESIAN COORDINATES (ANGSTROEM)
Mn (0.32, 0.89, -0.87)
O (-2.72, 3.12, -0.19)
Cl (-1.87, 2.20, 0.49)
O (-2.18, 2.11, 1.87)
O (-1.97, 0.88, -0.15)
O (-0.46, 2.59, 0.31)
C (1.43, -2.55, 4.98)
O (2.69, -2.13, 4.50)
C (2.73, -1.52, 3.29)
C (4.02, -1.11, 2.88)
C (4.16, -0.50, 1.68)
C (3.06, -0.23, 0.81)
C (3.27, 0.39, -0.46)
C (4.65, 0.76, -0.97)
O (2.35, 0.67, -1.26)
C (1.75, -0.63, 1.25)
O (0.66, -0.44, 0.59)
C (1.64, -1.29, 2.50)
H (1.61, -3.01, 5.94)
H (0.98, -3.29, 4.30)
H (0.75, -1.70, 5.09)
H (4.87, -1.30, 3.52)
H (5.15, -0.19, 1.38)
H (5.48, 0.31, -0.45)
H (4.74, 1.84, -0.92)
H (4.68, 0.48, -2.02)
H (0.64, -1.58, 2.80)
S (-0.42, 1.29, -3.23)
C (-2.05, 0.80, -2.97)
N (-3.01, 1.70, -2.84)
C (-4.36, 1.36, -2.40)
C (-4.74, 0.00, -2.96)
C (-3.68, -1.01, -2.56)
N (-2.36, -0.50, -2.93)
H (-2.69, 2.64, -2.69)
H (-5.04, 2.14, -2.77)
H (-4.40, 1.37, -1.31)
H (-4.82, 0.05, -4.05)
H (-5.71, -0.30, -2.56)
H (-3.84, -1.95, -3.08)
H (-3.71, -1.20, -1.49)
H (-1.59, -1.13, -3.05)

Its orbital gap (spin up / spin down) is 8.36 / 8.38 eV. The calculation puts the largest force on an atom at 0.0068 Eh/bohr. As for the total energy: -3151.00502 Ha. The energy above the lowest of the compared OMol25 structures with the same formula, charge and spin comes out at 0.0 kcal/mol. For the molar mass, the calculation gives 435.7 g mol⁻¹. Its spin multiplicity is 6.

An isolated molecule of C20H21FN4O2 in a non-equilibrium geometry. Source: OMol25; level of theory: the ωB97M-V functional and the def2-TZVPD basis.

CARTESIAN COORDINATES (ANGSTROEM)
O (1.53, 3.23, -0.69)
C (2.26, 2.62, -1.44)
N (1.80, 1.71, -2.34)
H (2.45, 1.12, -2.82)
C (0.40, 1.36, -2.39)
H (-0.16, 2.26, -2.14)
C (0.03, 0.24, -1.40)
C (0.74, -1.08, -1.73)
C (0.29, -2.16, -0.76)
C (-1.24, -2.28, -0.77)
N (-1.92, -1.03, -0.50)
C (-1.92, -0.65, 0.90)
C (-2.90, -1.48, 1.69)
C (-3.98, -2.07, 1.08)
C (-4.86, -2.81, 1.88)
N (-5.96, -3.49, 1.60)
O (-6.38, -4.00, 2.76)
N (-5.60, -3.68, 3.79)
C (-4.63, -2.94, 3.31)
C (-3.52, -2.32, 3.91)
C (-2.69, -1.61, 3.09)
H (-1.82, -1.12, 3.52)
H (-3.35, -2.41, 4.97)
H (-4.14, -1.96, 0.02)
H (-2.24, 0.39, 0.96)
H (-0.93, -0.72, 1.37)
C (-1.49, 0.01, -1.41)
H (-2.01, 0.93, -1.17)
H (-1.79, -0.30, -2.42)
H (-1.57, -3.02, -0.04)
H (-1.56, -2.62, -1.76)
H (0.73, -3.12, -1.03)
H (0.63, -1.92, 0.25)
H (1.82, -0.95, -1.66)
H (0.49, -1.37, -2.75)
H (0.33, 0.58, -0.40)
H (0.16, 1.05, -3.41)
C (3.74, 2.83, -1.45)
C (4.52, 2.68, -2.60)
C (5.88, 2.90, -2.56)
C (6.46, 3.27, -1.35)
C (5.71, 3.44, -0.20)
C (4.35, 3.22, -0.26)
H (3.73, 3.36, 0.61)
H (6.19, 3.74, 0.71)
F (7.79, 3.48, -1.31)
H (6.50, 2.80, -3.43)
H (4.06, 2.42, -3.54)

Its orbital gap is 8.33 eV. The calculation puts the largest force on an atom at 0.0308 Eh/bohr. As for the total energy: -1244.03798 Ha. The energy above the lowest of the compared OMol25 structures with the same formula, charge and spin comes out at 87.3 kcal/mol. For the molar mass, the calculation gives 368.4 g mol⁻¹. As for the structure (SMILES): O=C(NC[C@@H]1CCCN(Cc2ccc3nonc3c2)C1)c1ccc(F)cc1.

C8H16HoO4 as an isolated structure in a non-equilibrium geometry. Source: OMol25; level of theory: the ωB97M-V functional and the def2-TZVPD basis.

CARTESIAN COORDINATES (ANGSTROEM)
C (0.16, -1.13, 2.91)
H (-0.62, -1.88, 2.78)
H (0.95, -1.29, 3.65)
O (-2.40, 1.07, -0.60)
C (-2.92, 1.50, 0.61)
C (-1.85, 1.63, 1.69)
O (-1.08, 0.40, 1.62)
C (-0.17, 0.16, 2.62)
Ho (-0.88, -0.15, -0.61)
H (-3.69, 0.79, 0.98)
H (-3.41, 2.50, 0.53)
H (-2.28, 1.73, 2.69)
H (-1.16, 2.46, 1.49)
H (0.36, 1.05, 2.97)
C (0.84, -2.59, 0.59)
O (0.76, -1.67, -0.45)
C (2.01, -1.29, -1.04)
C (1.72, -0.52, -2.30)
O (0.74, 0.45, -1.97)
C (0.54, 1.46, -2.97)
H (1.75, -2.45, 1.17)
H (2.60, -2.19, -1.26)
H (2.54, -0.66, -0.31)
H (1.35, -1.17, -3.10)
H (2.64, -0.03, -2.64)
H (-0.30, 2.07, -2.65)
H (1.44, 2.08, -3.03)
H (0.33, 0.99, -3.94)
H (0.04, -3.33, 0.56)

Its orbital gap (spin up / spin down) is 7.56 / 8.78 eV. The calculation puts the largest force on an atom at 0.0543 Eh/bohr. As for the net charge: +2. As for the total energy: -1562.76999 Ha. The energy above the lowest of the compared OMol25 structures with the same formula, charge and spin comes out at 0.0 kcal/mol. For the molar mass, the calculation gives 341.1 g mol⁻¹. Its spin multiplicity is 6.

A 7-piece molecular cluster, C15H43ClNO8S6 overall. Source: OMol25; level of theory: the ωB97M-V functional and the def2-TZVPD basis.

CARTESIAN COORDINATES (ANGSTROEM)
O (-3.30, -0.36, -1.17)
C (-3.37, 0.80, -0.88)
O (-2.63, 1.72, -1.53)
C (-4.27, 1.35, 0.19)
C (-5.49, 2.07, -0.37)
N (-6.53, 1.10, -0.90)
Cl (-6.19, 0.59, -2.53)
H (-2.23, 2.31, -0.86)
H (-3.70, 2.06, 0.78)
H (-4.61, 0.51, 0.81)
H (-5.27, 2.79, -1.15)
H (-5.98, 2.60, 0.45)
H (-6.55, 0.26, -0.32)
H (-7.45, 1.55, -0.90)
C (-0.31, 1.60, 3.13)
S (-1.37, 2.99, 2.79)
O (-2.01, 2.74, 1.44)
C (-0.11, 4.22, 2.54)
H (-0.93, 0.72, 3.26)
H (0.37, 1.45, 2.30)
H (0.26, 1.78, 4.04)
H (0.55, 3.90, 1.73)
H (0.46, 4.33, 3.46)
H (-0.60, 5.15, 2.28)
C (-3.79, -2.91, -5.91)
S (-3.72, -1.14, -6.21)
O (-2.63, -0.91, -7.19)
C (-3.07, -0.70, -4.59)
H (-4.13, -3.39, -6.82)
H (-2.79, -3.28, -5.65)
H (-4.49, -3.12, -5.10)
H (-2.12, -1.21, -4.42)
H (-3.79, -0.97, -3.82)
H (-2.90, 0.38, -4.58)
C (4.70, 2.04, 3.30)
S (3.09, 1.99, 4.07)
O (2.50, 3.37, 3.98)
C (3.68, 1.79, 5.75)
H (4.56, 2.20, 2.24)
H (5.28, 2.86, 3.73)
H (5.19, 1.09, 3.47)
H (4.33, 2.63, 6.01)
H (4.22, 0.85, 5.83)
H (2.82, 1.77, 6.42)
C (0.35, -0.16, -0.60)
S (1.74, -0.67, -1.61)
O (2.95, 0.00, -1.06)
C (1.27, 0.25, -3.08)
H (0.46, -0.59, 0.39)
H (0.33, 0.93, -0.53)
H (-0.58, -0.52, -1.06)
H (1.19, 1.31, -2.84)
H (0.32, -0.13, -3.45)
H (2.04, 0.10, -3.83)
C (-2.23, -3.78, 2.43)
S (-0.61, -3.44, 1.73)
O (-0.29, -2.02, 2.03)
C (-1.14, -3.50, 0.01)
H (-2.13, -3.75, 3.52)
H (-2.94, -3.02, 2.10)
H (-2.56, -4.77, 2.13)
H (-1.93, -2.76, -0.16)
H (-1.51, -4.50, -0.22)
H (-0.28, -3.27, -0.61)
C (8.29, -1.64, -0.06)
S (6.66, -0.88, 0.05)
O (6.09, -1.27, 1.37)
C (5.87, -1.90, -1.20)
H (8.93, -1.16, 0.67)
H (8.21, -2.70, 0.15)
H (8.69, -1.47, -1.06)
H (5.94, -2.94, -0.91)
H (6.35, -1.72, -2.16)
H (4.83, -1.59, -1.24)

Its orbital gap is 5.16 eV. The calculation puts the largest force on an atom at 0.0159 Eh/bohr. As for the net charge: +1. As for the total energy: -4102.85694 Ha. For the molar mass, the calculation gives 593.4 g mol⁻¹.

An isolated ion of composition C5H13N2 and charge +1 in a non-equilibrium geometry. Source: OMol25; level of theory: the ωB97M-V functional and the def2-TZVPD basis.

CARTESIAN COORDINATES (ANGSTROEM)
C (-2.27, -0.73, 0.21)
C (0.09, 0.67, 1.43)
C (-0.56, 1.47, -0.96)
C (1.72, -1.40, 0.01)
C (-0.06, 0.31, -0.06)
N (-1.17, -0.98, -0.31)
N (1.13, -0.29, -0.80)
H (-3.12, -1.28, -0.15)
H (-2.46, 0.02, 1.06)
H (-0.08, -0.12, 2.02)
H (-0.49, 1.45, 1.57)
H (1.21, 1.01, 1.57)
H (-0.49, 1.34, -2.08)
H (0.06, 2.33, -0.78)
H (-1.65, 1.45, -0.71)
H (0.90, -2.14, 0.24)
H (2.39, -1.81, -0.68)
H (2.31, -0.82, 0.88)
H (0.61, -0.76, -1.51)
H (1.95, 0.27, -0.94)

Its orbital gap is 11.06 eV. The calculation puts the largest force on an atom at 0.1403 Eh/bohr. As for the net charge: +1. As for the total energy: -307.47280 Ha. The energy above the lowest of the compared OMol25 structures with the same formula, charge and spin comes out at 93.4 kcal/mol. For the molar mass, the calculation gives 101.2 g mol⁻¹. As for the structure (SMILES): C=NC(C)(C)[NH2+]C.

B2CsF4H4 as an isolated structure in a non-equilibrium geometry. Source: OMol25; level of theory: the ωB97M-V functional and the def2-TZVPD basis.

CARTESIAN COORDINATES (ANGSTROEM)
Cs (-0.92, -0.99, 0.09)
B (1.06, -0.78, 1.33)
H (1.79, -0.16, 1.82)
H (1.48, -1.76, 1.17)
H (0.15, -0.95, 1.88)
H (0.77, -0.39, 0.37)
B (-0.89, 1.00, -1.34)
F (-1.50, -0.14, -1.79)
F (0.33, 0.69, -0.78)
F (-0.65, 1.86, -2.36)
F (-1.64, 1.63, -0.38)

Its orbital gap is 6.38 eV. The calculation puts the largest force on an atom at 0.2852 Eh/bohr. As for the net charge: -1. As for the total energy: -471.69189 Ha. The energy above the lowest of the compared OMol25 structures with the same formula, charge and spin comes out at 191.2 kcal/mol. For the molar mass, the calculation gives 234.6 g mol⁻¹.

A 2-piece molecular cluster, C26H26BCl4NO overall in a non-equilibrium geometry. Source: OMol25; level of theory: the ωB97M-V functional and the def2-TZVPD basis.

CARTESIAN COORDINATES (ANGSTROEM)
Cl (3.37, -4.65, -0.35)
B (3.52, -3.42, 1.02)
Cl (2.16, -3.69, 2.28)
Cl (5.16, -3.45, 1.94)
O (3.35, -2.06, 0.37)
C (3.51, -0.85, 0.76)
C (4.80, -0.23, 0.51)
C (5.47, 0.54, 1.49)
C (6.54, 1.36, 1.11)
C (6.94, 1.39, -0.25)
Cl (7.89, 2.70, -0.80)
C (6.38, 0.50, -1.18)
C (5.35, -0.36, -0.79)
H (2.70, -0.29, 1.25)
H (5.10, 0.47, 2.52)
H (7.04, 2.01, 1.83)
H (6.74, 0.52, -2.21)
H (4.91, -1.08, -1.48)
C (-0.09, 3.97, 2.42)
C (0.64, 2.80, 2.14)
C (0.25, 1.95, 1.10)
C (-0.86, 2.28, 0.30)
C (-1.33, 1.41, -0.78)
C (-2.07, 0.26, -0.60)
N (-2.98, -0.24, -1.52)
C (-3.31, 0.55, -2.71)
C (-3.84, -0.31, -3.87)
C (-4.94, -1.32, -3.49)
C (-4.64, -2.05, -2.19)
C (-4.00, -1.21, -1.08)
C (-1.87, -0.55, 0.64)
C (-2.19, -0.08, 1.93)
C (-1.84, -0.86, 3.02)
C (-1.06, -2.01, 2.84)
C (-0.84, -2.51, 1.55)
C (-1.29, -1.80, 0.44)
C (-1.49, 3.53, 0.48)
C (-1.15, 4.33, 1.56)
H (0.19, 4.62, 3.26)
H (1.53, 2.56, 2.72)
H (0.80, 1.03, 0.86)
H (-1.30, 1.85, -1.78)
H (-4.07, 1.31, -2.46)
H (-2.42, 1.09, -3.05)
H (-4.21, 0.35, -4.67)
H (-2.99, -0.86, -4.30)
H (-5.91, -0.81, -3.42)
H (-5.03, -2.06, -4.29)
H (-5.55, -2.48, -1.77)
H (-3.97, -2.90, -2.39)
H (-3.55, -1.90, -0.36)
H (-4.79, -0.67, -0.53)
H (-2.69, 0.89, 2.03)
H (-2.12, -0.55, 4.02)
H (-0.62, -2.53, 3.69)
H (-0.24, -3.40, 1.37)
H (-1.16, -2.17, -0.59)
H (-2.24, 3.84, -0.25)
H (-1.69, 5.26, 1.74)

Its orbital gap is 5.02 eV. The calculation puts the largest force on an atom at 0.0572 Eh/bohr. As for the total energy: -3002.02279 Ha. The energy above the lowest of the compared OMol25 structures with the same formula, charge and spin comes out at 9.8 kcal/mol. For the molar mass, the calculation gives 521.1 g mol⁻¹.

largest force on an atom of number 7 (B2CsF4H4)? 0.2852 Eh/bohr

Which formula does entry 2 have? C13H17ClMnN2O7S

Look up the largest force on an atom of the first one. 0.0832 Eh/bohr